Record 1
{
  "formula": "C9H14",
  "method": "ωB97M-V with the def2-TZVPD basis set",
  "species": ["C", "C", "C", "C", "C", "C", "C", "H", "H", "H", "H", "H", "H", "H", "H", "C", "C", "H", "H", "H", "H", "H", "H"],
  "positions_angstrom": [[0.825, -2.590, -2.637], [0.293, -1.813, -1.465], [-0.700, -0.865, -1.811], [-1.545, -0.486, -0.765], [-1.302, -0.882, 0.555], [-0.016, -1.412, 0.897], [0.743, -1.991, -0.183], [0.052, -3.417, -2.767], [1.692, -3.240, -2.196], [1.127, -2.079, -3.579], [-0.879, -0.793, -2.851], [-2.203, 0.323, -1.007], [-1.893, -0.566, 1.381], [0.502, -1.369, 1.839], [1.726, -2.331, 0.113], [0.608, 2.872, 2.562], [-0.171, 3.067, 1.120], [0.560, 3.748, 3.200], [0.126, 2.036, 3.087], [1.547, 2.550, 2.295], [-0.183, 2.206, 0.365], [0.333, 3.771, 0.492], [-1.242, 3.263, 1.355]],
  "forces_ev_per_a": [[1.346, -3.013, 1.465], [0.099, 0.991, -2.350], [0.146, -2.333, 2.834], [0.916, 0.464, -0.595], [2.599, 0.371, 0.627], [-0.559, -0.747, -3.164], [-0.919, 1.820, 2.420], [0.785, 1.134, -0.622], [-0.979, 1.264, -1.230], [-0.465, -0.306, 0.854], [-0.439, 0.801, -0.756], [-1.147, -0.084, 0.281], [-0.691, 0.477, 0.239], [-0.707, -0.164, 0.582], [0.017, -0.645, -0.571], [-3.414, -0.511, -2.121], [-0.295, -1.572, 1.191], [0.185, 0.163, -0.283], [0.053, 0.259, -0.046], [2.526, -0.363, -0.074], [0.183, 0.309, 1.767], [-0.065, 1.279, 0.112], [0.825, 0.404, -0.558]],
  "lumo_energy_ha": 0.0338,
  "molar_mass_g_mol": 122.21,
  "relative_energy_kcal_mol": 45.7
}


Record 2
{
  "formula": "C9H14",
  "method": "ωB97M-V with the def2-TZVPD basis set",
  "species": ["C", "C", "C", "C", "C", "C", "C", "H", "H", "H", "H", "H", "H", "H", "H", "C", "C", "H", "H", "H", "H", "H", "H"],
  "positions_angstrom": [[-0.302, -1.192, -1.565], [-0.648, -0.394, -0.426], [-1.186, 0.846, -0.555], [-2.073, 1.261, 0.496], [-1.914, 0.752, 1.795], [-1.087, -0.415, 1.944], [-0.513, -1.033, 0.898], [0.765, -1.250, -1.640], [-0.530, -0.702, -2.484], [-0.685, -2.241, -1.506], [-1.148, 1.446, -1.422], [-2.635, 2.155, 0.295], [-2.353, 1.148, 2.611], [-0.879, -0.805, 2.898], [0.318, -1.626, 1.037], [2.711, 0.790, -1.225], [3.197, -0.448, -0.480], [1.830, 1.182, -0.791], [3.486, 1.495, -1.089], [2.505, 0.579, -2.247], [2.617, -0.734, 0.297], [4.264, -0.332, -0.173], [3.333, -1.325, -1.079]],
  "forces_ev_per_a": [[1.407, -1.517, -1.286], [-0.149, -0.915, 2.561], [-2.458, -0.534, 2.258], [2.349, 0.603, 0.998], [1.467, -2.498, -3.937], [-1.040, 1.673, 0.164], [-1.052, 3.389, -2.773], [1.032, -0.548, 0.085], [-0.798, 0.094, -0.800], [0.116, 1.005, -0.196], [-0.098, 0.117, -1.219], [-0.337, 0.241, 0.262], [-1.676, 1.296, 2.426], [0.109, -0.200, 1.306], [1.126, -2.221, 0.146], [0.391, -1.144, 0.644], [3.016, 0.408, -2.003], [-0.989, 0.424, 0.501], [0.598, 1.197, -0.453], [0.048, 0.060, -0.937], [-1.738, -0.659, 2.709], [-0.845, 0.276, 0.396], [-0.480, -0.546, -0.851]],
  "lumo_energy_ha": 0.0388,
  "molar_mass_g_mol": 122.21,
  "relative_energy_kcal_mol": 43.1
}


Copy entry 2 word for word.
{
  "formula": "C9H14",
  "method": "ωB97M-V with the def2-TZVPD basis set",
  "species": ["C", "C", "C", "C", "C", "C", "C", "H", "H", "H", "H", "H", "H", "H", "H", "C", "C", "H", "H", "H", "H", "H", "H"],
  "positions_angstrom": [[-0.302, -1.192, -1.565], [-0.648, -0.394, -0.426], [-1.186, 0.846, -0.555], [-2.073, 1.261, 0.496], [-1.914, 0.752, 1.795], [-1.087, -0.415, 1.944], [-0.513, -1.033, 0.898], [0.765, -1.250, -1.640], [-0.530, -0.702, -2.484], [-0.685, -2.241, -1.506], [-1.148, 1.446, -1.422], [-2.635, 2.155, 0.295], [-2.353, 1.148, 2.611], [-0.879, -0.805, 2.898], [0.318, -1.626, 1.037], [2.711, 0.790, -1.225], [3.197, -0.448, -0.480], [1.830, 1.182, -0.791], [3.486, 1.495, -1.089], [2.505, 0.579, -2.247], [2.617, -0.734, 0.297], [4.264, -0.332, -0.173], [3.333, -1.325, -1.079]],
  "forces_ev_per_a": [[1.407, -1.517, -1.286], [-0.149, -0.915, 2.561], [-2.458, -0.534, 2.258], [2.349, 0.603, 0.998], [1.467, -2.498, -3.937], [-1.040, 1.673, 0.164], [-1.052, 3.389, -2.773], [1.032, -0.548, 0.085], [-0.798, 0.094, -0.800], [0.116, 1.005, -0.196], [-0.098, 0.117, -1.219], [-0.337, 0.241, 0.262], [-1.676, 1.296, 2.426], [0.109, -0.200, 1.306], [1.126, -2.221, 0.146], [0.391, -1.144, 0.644], [3.016, 0.408, -2.003], [-0.989, 0.424, 0.501], [0.598, 1.197, -0.453], [0.048, 0.060, -0.937], [-1.738, -0.659, 2.709], [-0.845, 0.276, 0.396], [-0.480, -0.546, -0.851]],
  "lumo_energy_ha": 0.0388,
  "molar_mass_g_mol": 122.21,
  "relative_energy_kcal_mol": 43.1
}


> Which formula does entry 2 have?

C9H14